[1]
An isolated ion of composition C4H4NO3S and charge -1 in a non-equilibrium geometry. Source: OMol25; level of theory: ωB97M-V with the def2-TZVPD basis set.

Last column: Mulliken charge in e.
Element x y z (Å)
1 C 0.28101 -1.60831 0.05388  -1.59
2 C -0.19442 -0.22888 0.27668  0.92
3 S -1.56147 -0.33527 1.58055  -0.36
4 O 0.75730 0.62985 0.73666  -0.34
5 C 0.97021 1.66370 -0.08444  0.58
6 O 1.73264 2.52691 0.23668  -0.64
7 N 0.27966 1.57720 -1.21801  -0.67
8 C -0.51119 0.55347 -1.26466  0.54
9 O -1.15641 0.12209 -2.18096  -0.65
10 H -0.51247 -2.21315 0.34296  0.44
11 H 1.23227 -1.90578 0.65581  0.24
12 H 0.46679 -1.83891 -0.90715  0.40
13 H -1.78390 1.05708 1.77200  0.12

Results
* HOMO level: -4.705 eV
* charge: -1
* lowest unoccupied orbital energy: 0.1164 hartree
* SMILES: C[C@@]1(S)OC([O-])=NC1=O

[2]
An isolated ion of composition C4H4NO5 and charge -1 in a non-equilibrium geometry. Source: OMol25; level of theory: ωB97M-V with the def2-TZVPD basis set.

Last column: Mulliken charge in e.
Element x y z (Å)
1 C -0.89718 -0.31390 -0.68539  -1.07
2 C -0.32695 0.16719 0.60309  0.86
3 O -0.06703 -0.62652 1.49657  -0.71
4 C -0.17691 1.74587 0.93718  -0.25
5 C -0.31404 2.13600 2.29064  0.50
6 O -0.46877 3.30043 2.55777  -0.61
7 O -0.20248 1.24660 3.33147  -0.60
8 N 0.02651 2.66446 -0.07556  0.84
9 O -0.24163 2.37965 -1.26456  -0.69
10 O 0.50700 3.77444 0.18833  -0.62
11 H -1.70093 -1.09590 -0.47247  0.31
12 H -1.49571 0.37709 -1.34039  0.30
13 H -0.25231 -0.90196 -1.29905  0.29
14 H 0.15711 0.36633 2.94751  0.43

Results
* HOMO level: -4.473 eV
* charge: -1
* lowest unoccupied orbital energy: 0.1376 hartree
* SMILES: C/C([O-])=C(/C(=O)O)[N+](=O)[O-]

[3]
An isolated ion of composition C4H4NO5S and charge +1 in a non-equilibrium geometry. Source: OMol25; level of theory: ωB97M-V with the def2-TZVPD basis set.

Last column: Mulliken charge in e.
Element x y z (Å)
1 C 0.01271 -0.79539 0.35060  -0.21
2 C -0.75276 0.38920 -0.06096  1.01
3 C 1.14547 -1.04750 -0.77728  0.36
4 C -2.18102 0.36380 0.25998  -1.26
5 N 1.13811 -0.35077 1.24873  0.25
6 O 1.46756 -2.06997 -1.14540  -0.34
7 O 1.76342 -1.06434 1.95187  -0.33
8 O 1.56725 0.08532 -1.25534  -0.36
9 O 2.27056 2.37592 -1.32273  -0.32
10 O -0.05342 1.41737 -0.31166  -0.38
11 S 1.75186 1.53951 -0.36909  0.84
12 H -0.55514 -1.68145 0.57908  0.58
13 H -2.18128 -0.10313 1.23134  0.37
14 H -2.65709 -0.30151 -0.49227  0.39
15 H -2.73622 1.24296 0.11313  0.40

Results
* HOMO level (spin up / spin down): -14.596 / -14.594 eV
* charge: +1
* lowest unoccupied orbital energy (spin up / spin down): -0.2277 / -0.2276 hartree

[4]
A 2-piece molecular cluster, C4H4NP overall in a non-equilibrium geometry. Source: OMol25; level of theory: ωB97M-V with the def2-TZVPD basis set.

Last column: Mulliken charge in e.
Element x y z (Å)
1 N 1.37456 -1.07261 0.94801  -0.73
2 C 0.85297 -0.65359 -0.09059  0.36
3 C 0.54141 -0.68991 -1.48947  -0.23
4 C 0.70844 0.50566 -0.93274  -0.38
5 H 1.69240 -0.45581 1.70963  0.26
6 H 0.45285 -1.22396 -2.35216  0.41
7 H 0.87614 1.55132 -1.15738  0.30
8 C -2.05107 0.84553 0.94618  -0.16
9 P -1.70556 -0.27842 1.94486  -0.20
10 H -2.74214 1.47180 0.47365  0.37

Results
* HOMO level: -8.793 eV
* lowest unoccupied orbital energy: 0.0144 hartree
* SMILES: N=c1cc1.C#P

[5]
One molecule with the formula C4H4O in a non-equilibrium geometry. Source: OMol25; level of theory: ωB97M-V with the def2-TZVPD basis set.

Last column: Mulliken charge in e.
Element x y z (Å)
1 C 0.90716 0.68259 0.41717  -0.70
2 C 0.83310 -0.63314 0.34210  -0.26
3 C -0.55576 -0.76902 -0.44150  -0.30
4 O -1.43398 0.00264 0.31857  -0.38
5 C -0.52063 0.81801 -0.38633  -0.16
6 H 1.54073 1.41737 0.89202  0.40
7 H 1.32391 -1.47434 0.79003  0.39
8 H -1.07172 -1.53611 -1.00398  0.43
9 H -1.02280 1.49199 -0.92808  0.58

Results
* HOMO level: -9.006 eV
* lowest unoccupied orbital energy: 0.0439 hartree
* SMILES: C1=C[C@H]2O[C@@H]12

[6]
One molecule with the formula C4H4O. Source: OMol25; level of theory: ωB97M-V with the def2-TZVPD basis set.

Last column: Mulliken charge in e.
Element x y z (Å)
1 C 2.19656 -0.46550 0.29832  0.37
2 C 1.10937 -0.07836 -0.04313  -0.76
3 C -0.18959 0.39321 -0.48362  -0.05
4 C -1.42344 -0.07587 0.16114  -0.35
5 O -0.91764 1.22085 0.41387  -0.39
6 H 3.15819 -0.80842 0.61130  0.40
7 H -0.24070 0.70928 -1.52513  0.29
8 H -1.34979 -0.77801 0.98920  0.25
9 H -2.34296 -0.11717 -0.42194  0.24

Results
* HOMO level: -10.077 eV
* lowest unoccupied orbital energy: 0.0400 hartree
* SMILES: C#C[C@H]1CO1

[7]
One molecule with the formula C4H4O in a non-equilibrium geometry. Source: OMol25; level of theory: ωB97M-V with the def2-TZVPD basis set.

Last column: Mulliken charge in e.
Element x y z (Å)
1 C -0.15947 0.78888 0.61793  -0.30
2 C -0.41059 -0.62268 0.83980  -0.35
3 C -0.20474 -1.16592 -0.41438  -0.09
4 O 0.19027 -0.23257 -1.30626  -0.27
5 C 0.28099 0.95201 -0.63905  -0.35
6 H -0.25799 1.50699 1.41969  0.41
7 H 0.48957 -0.46277 1.49155  0.16
8 H -0.35431 -2.15356 -0.84335  0.38
9 H 0.70868 1.79092 -1.15654  0.40

Results
* HOMO level: -8.835 eV
* lowest unoccupied orbital energy: 0.0331 hartree
* SMILES: c1ccoc1

[8]
One molecule with the formula C4H4O in a non-equilibrium geometry. Source: OMol25; level of theory: ωB97M-V with the def2-TZVPD basis set.

Last column: Mulliken charge in e.
Element x y z (Å)
1 C 0.41709 -0.76595 0.51080  -0.18
2 C 0.88718 0.33242 -0.23738  -0.42
3 C -0.20575 1.13182 -0.40505  -0.32
4 O -1.31657 0.57353 0.09965  -0.22
5 C -0.93539 -0.63799 0.65255  -0.23
6 H 0.89279 -1.68987 0.80663  0.38
7 H 1.86464 0.44249 -0.67640  0.37
8 H -0.31823 2.10691 -0.85764  0.41
9 H -1.23469 -1.52348 0.09825  0.20

Results
* HOMO level: -8.796 eV
* lowest unoccupied orbital energy: 0.0382 hartree
* SMILES: c1ccoc1

These records have relative energy (zero: lowest compared OMol25 entry of this formula, charge and spin) values of 1.035, 3.130, 2.369, 2.669, 3.753, 2.492, 2.675, 1.508 eV, in the order they appear.
These records have total energy values of -22682.2345, -15939.1038, -26762.0216, -14985.8979, -6255.6264, -6256.8877, -6256.7045, -6257.8717 eV, in the order they appear.